No. 1
Entry from the Open Molecules 2025 dataset: a structure of composition C25H27F4N3SeV at a distorted geometry (the ωB97M-V functional and the def2-TZVPD basis).

Output
* LUMO (alpha / beta): -3.9612 / -3.9618 eV
* frontier orbital gap (alpha / beta): 7.14 / 7.14 eV
* E_HOMO (alpha / beta): -0.4078 / -0.4078 Eh
* spin multiplicity: 1
* energy above the lowest of the compared OMol25 structures with the same formula, charge and spin: 13.53 kcal per mole
* net charge: +1

Last column: Mulliken charge in e.
Geometry (Å):
V (0.00, -0.53, 0.15)  0.996
C (0.61, -3.11, 1.03)  -1.129
N (1.32, -1.99, 0.38)  0.705
C (2.63, -1.80, 1.01)  -1.232
C (1.45, -2.23, -1.08)  -1.165
C (0.24, -1.68, -1.84)  -0.257
N (0.15, -0.24, -1.59)  0.220
C (0.09, 0.71, -2.60)  -0.127
C (0.48, 2.04, -2.35)  0.353
F (0.94, 2.34, -1.14)  -0.273
C (0.45, 3.01, -3.32)  0.033
F (0.85, 4.25, -3.03)  -0.284
C (0.05, 2.71, -4.61)  -0.448
C (-0.36, 1.42, -4.88)  0.056
F (-0.76, 1.09, -6.10)  -0.282
C (-0.37, 0.45, -3.89)  0.433
F (-0.84, -0.77, -4.19)  -0.362
H (1.18, -4.04, 0.92)  0.400
H (0.50, -2.90, 2.09)  0.384
H (-0.38, -3.27, 0.60)  0.302
H (3.26, -2.69, 0.86)  0.361
H (3.13, -0.93, 0.59)  0.426
H (2.51, -1.64, 2.08)  0.293
H (2.33, -1.68, -1.43)  0.416
H (1.61, -3.29, -1.30)  0.386
H (0.39, -1.90, -2.90)  0.880
H (-0.70, -2.19, -1.55)  -0.132
H (0.06, 3.46, -5.39)  0.510
C (-4.20, -6.22, 0.19)  -1.496
C (-3.71, -4.81, 0.22)  0.538
C (-3.30, -4.21, 1.41)  -0.879
C (-2.87, -2.89, 1.47)  0.778
C (-2.51, -2.31, 2.81)  -1.612
C (-2.84, -2.15, 0.27)  0.588
Se (-2.31, -0.28, 0.38)  -0.133
C (-3.26, -2.71, -0.94)  0.953
C (-3.31, -1.96, -2.24)  -1.833
C (-3.68, -4.04, -0.93)  -0.812
H (-4.22, -6.66, 1.19)  0.361
H (-3.56, -6.84, -0.44)  0.328
H (-5.21, -6.27, -0.23)  0.368
H (-3.35, -4.79, 2.33)  0.321
H (-2.37, -3.10, 3.55)  0.391
H (-3.33, -1.68, 3.17)  0.366
H (-1.63, -1.68, 2.78)  0.212
H (-2.96, -0.93, -2.13)  0.204
H (-4.33, -1.93, -2.60)  0.543
H (-2.71, -2.45, -3.00)  0.376
H (-4.01, -4.48, -1.87)  0.475
N (0.27, 0.69, 1.15)  -0.307
C (0.27, 1.72, 2.05)  0.128
C (1.23, 1.80, 3.06)  -0.257
C (1.14, 2.80, 4.02)  -0.643
C (0.12, 3.73, 3.96)  -0.411
C (-0.82, 3.68, 2.94)  -0.863
C (-0.75, 2.68, 1.98)  -0.056
H (2.03, 1.07, 3.08)  0.368
H (1.88, 2.85, 4.81)  0.402
H (0.06, 4.50, 4.71)  0.401
H (-1.61, 4.41, 2.89)  0.383
H (-1.47, 2.62, 1.17)  0.354

No. 2
Entry from the Open Molecules 2025 dataset: a cluster of 2 separate species, C26H34BrN2O7 in total at a distorted geometry (the ωB97M-V functional and the def2-TZVPD basis).

Output
* LUMO: 2.5460 eV
* frontier orbital gap: 6.17 eV
* E_HOMO: -0.1332 Eh
* spin multiplicity: 1
* energy above the lowest of the compared OMol25 structures with the same formula, charge and spin: 39.03 kcal per mole
* net charge: -1

Last column: Mulliken charge in e.
Geometry (Å):
C (-0.33, 2.33, -3.88)  -1.445
C (-0.66, 1.31, -2.83)  0.042
O (-1.30, 2.03, -1.75)  -0.201
C (-1.17, 1.45, -0.53)  0.812
C (-2.01, 2.15, 0.43)  1.493
C (-1.96, 1.80, 1.84)  0.343
O (-1.79, 2.70, 2.68)  -0.765
C (-2.07, 0.41, 2.44)  -1.712
C (-0.70, -0.23, 2.68)  -0.346
C (0.11, 0.38, 3.83)  -1.002
C (1.55, 0.76, 3.46)  -0.805
C (1.89, 2.26, 3.50)  -0.696
C (2.50, 2.82, 2.20)  -1.456
C (1.50, 2.97, 1.04)  0.688
C (0.46, 4.07, 1.21)  -0.659
C (-0.54, 4.28, 0.06)  -0.698
C (-1.96, 3.64, 0.15)  -1.803
O (-0.33, 0.58, -0.30)  -0.863
H (-0.16, 1.81, -4.83)  0.450
H (-1.12, 3.07, -3.99)  0.248
H (0.60, 2.84, -3.59)  0.326
H (-1.38, 0.55, -3.18)  0.019
H (0.24, 0.81, -2.43)  0.327
H (-2.57, 0.55, 3.41)  0.462
H (-2.67, -0.29, 1.86)  0.681
H (-0.87, -1.29, 2.87)  0.737
H (-0.15, -0.18, 1.72)  0.018
H (-0.44, 1.24, 4.24)  0.510
H (0.15, -0.39, 4.61)  0.413
H (2.20, 0.26, 4.20)  0.469
H (1.82, 0.33, 2.48)  0.414
H (1.00, 2.85, 3.77)  0.349
H (2.62, 2.42, 4.30)  0.406
H (2.95, 3.80, 2.42)  0.417
H (3.30, 2.15, 1.87)  0.386
H (2.08, 3.19, 0.13)  0.398
H (1.03, 1.99, 0.85)  -0.479
H (-0.11, 3.92, 2.15)  0.070
H (1.02, 5.01, 1.33)  0.549
H (-0.72, 5.36, 0.01)  0.512
H (-0.06, 3.99, -0.88)  0.077
H (-2.46, 3.86, -0.80)  0.404
H (-2.51, 4.17, 0.94)  0.543
C (-6.86, 3.18, 1.10)  -1.266
C (-6.80, 2.48, -0.23)  -0.241
O (-5.46, 1.90, -0.34)  -0.248
C (-5.40, 1.23, -1.50)  0.497
O (-6.28, 1.28, -2.35)  -0.668
N (-4.23, 0.47, -1.60)  0.515
C (-4.06, -0.48, -2.63)  -0.068
C (-4.90, -0.68, -3.71)  -1.040
C (-4.70, -1.84, -4.48)  -0.759
C (-3.74, -2.79, -4.10)  -0.393
C (-2.98, -2.63, -2.94)  -0.140
Br (-1.79, -4.00, -2.40)  -0.171
C (-3.11, -1.43, -2.21)  -0.023
C (-2.64, -0.96, -0.92)  1.451
N (-1.70, -1.70, -0.15)  1.488
O (-0.56, -1.91, -0.61)  -0.509
O (-2.07, -2.13, 0.97)  -0.759
C (-3.28, 0.24, -0.58)  -2.404
H (-7.83, 3.69, 1.19)  0.421
H (-6.79, 2.47, 1.93)  0.296
H (-6.07, 3.93, 1.20)  0.297
H (-7.54, 1.67, -0.28)  0.301
H (-6.95, 3.16, -1.07)  0.305
H (-5.69, 0.04, -3.91)  0.543
H (-5.31, -2.02, -5.37)  0.375
H (-3.58, -3.69, -4.70)  0.365
H (-3.52, 0.61, 0.41)  1.201

No. 3
Entry from the Open Molecules 2025 dataset: an isolated molecule of C2H5ClN2OS at a distorted geometry (the ωB97M-V functional and the def2-TZVPD basis).

Output
* LUMO: 0.4983 eV
* frontier orbital gap: 10.40 eV
* E_HOMO: -0.3640 Eh
* spin multiplicity: 1
* energy above the lowest of the compared OMol25 structures with the same formula, charge and spin: 38.54 kcal per mole
* SMILES: O/N=C(/CCl)NS

Last column: Mulliken charge in e.
Geometry (Å):
C (-0.05, -0.34, -0.32)  0.371
C (0.74, -1.43, 0.33)  -0.392
H (-1.37, 2.16, 1.41)  0.137
H (1.09, 1.34, -0.14)  0.306
H (0.56, -1.47, 1.39)  0.289
H (0.48, -2.39, -0.14)  0.324
H (-1.27, 1.18, -1.37)  0.383
N (0.14, 1.02, 0.04)  -0.459
N (-0.91, -0.66, -1.23)  -0.304
O (-1.62, 0.34, -1.76)  -0.308
S (-0.28, 1.42, 1.68)  -0.148
Cl (2.49, -1.17, 0.11)  -0.200

No. 4
Entry from the Open Molecules 2025 dataset: a cluster of 5 separate species, C5H20NO6 in total at a distorted geometry (the ωB97M-V functional and the def2-TZVPD basis).

Output
* LUMO: -2.9233 eV
* frontier orbital gap: 11.38 eV
* E_HOMO: -0.5256 Eh
* spin multiplicity: 1
* energy above the lowest of the compared OMol25 structures with the same formula, charge and spin: 72.04 kcal per mole
* net charge: +1

Last column: Mulliken charge in e.
Geometry (Å):
O (-0.95, -2.62, -1.33)  -0.507
C (-0.41, -2.59, -0.29)  0.455
O (0.65, -3.35, 0.12)  -0.472
C (-0.92, -1.47, 0.73)  -0.075
C (0.36, -0.80, 1.40)  -0.271
C (-0.14, 0.49, 2.13)  -0.243
C (1.01, 1.51, 2.47)  -1.447
N (-1.76, -0.54, -0.12)  -0.189
H (0.87, -3.98, -0.71)  0.417
H (-1.39, -2.10, 1.48)  0.382
H (1.05, -0.26, 0.63)  0.078
H (0.89, -1.48, 2.12)  0.374
H (-0.96, 1.19, 1.63)  0.140
H (-0.59, 0.40, 3.17)  0.235
H (1.87, 1.01, 2.89)  0.235
H (0.63, 2.27, 3.16)  0.425
H (1.33, 2.12, 1.53)  0.382
H (-2.69, -1.03, -0.44)  0.437
H (-1.35, -0.28, -1.06)  0.388
H (-1.94, 0.32, 0.47)  0.344
H (3.27, 0.99, 1.66)  0.303
H (3.66, 0.90, 0.01)  0.278
O (3.10, 1.19, 0.71)  -0.593
H (-0.80, -0.13, -3.47)  0.344
H (-0.11, 0.87, -2.63)  0.400
O (-1.07, 0.50, -2.71)  -0.796
H (-2.58, 1.06, -2.27)  0.333
H (-3.46, 1.94, -1.52)  0.343
O (-3.54, 1.00, -1.87)  -0.660
H (2.50, 1.32, -3.18)  0.309
H (1.74, 0.60, -1.96)  0.274
O (1.72, 0.97, -2.74)  -0.623

No. 5
Entry from the Open Molecules 2025 dataset: the ion C6H13INO with charge +1 at a distorted geometry (the ωB97M-V functional and the def2-TZVPD basis).

Output
* LUMO: -5.7051 eV
* frontier orbital gap: 6.77 eV
* E_HOMO: -0.4586 Eh
* spin multiplicity: 1
* energy above the lowest of the compared OMol25 structures with the same formula, charge and spin: 42.94 kcal per mole
* net charge: +1

Last column: Mulliken charge in e.
Geometry (Å):
C (-0.46, 0.95, -0.68)  -1.174
C (0.69, 1.61, 0.18)  -0.948
C (2.94, 0.92, 0.51)  -0.170
C (-0.82, -0.48, -0.15)  1.493
C (-1.37, -0.51, 1.29)  -1.712
C (-1.71, -1.16, -1.13)  -1.463
N (0.49, -1.18, -0.12)  -0.496
O (1.87, 0.90, -0.15)  -0.020
I (4.56, -0.16, -0.18)  0.358
H (-1.35, 1.60, -0.73)  0.488
H (-0.10, 0.88, -1.69)  0.494
H (0.68, 2.62, 0.04)  0.522
H (0.28, 1.51, 1.17)  0.473
H (2.93, 1.42, 1.44)  0.513
H (-0.51, -0.61, 1.91)  0.496
H (-1.93, -1.37, 1.31)  0.457
H (-1.86, 0.41, 1.61)  0.311
H (-2.55, -1.85, -0.92)  0.325
H (-1.17, -1.83, -1.87)  0.354
H (-2.10, -0.39, -1.88)  0.303
H (0.53, -1.96, -0.78)  0.177
H (0.96, -1.32, 0.83)  0.221

No. 6
Entry from the Open Molecules 2025 dataset: a structure of composition C13H26AlF7N3O4 at a distorted geometry (the ωB97M-V functional and the def2-TZVPD basis).

Output
* LUMO: 2.4158 eV
* frontier orbital gap: 7.35 eV
* E_HOMO: -0.1812 Eh
* spin multiplicity: 1
* energy above the lowest of the compared OMol25 structures with the same formula, charge and spin: 33.78 kcal per mole
* net charge: -1

Last column: Mulliken charge in e.
Geometry (Å):
N (-1.67, 1.57, 2.74)  -0.458
C (-2.38, 0.72, 1.74)  0.224
N (-3.70, 0.30, 2.34)  -0.744
N (-2.72, 1.43, 0.47)  -0.261
C (-1.54, -0.65, 1.49)  -0.788
Al (-1.31, -1.53, 3.32)  0.286
C (0.49, -2.53, 3.57)  0.447
F (0.79, -3.42, 2.47)  -0.316
F (0.28, -3.42, 4.69)  -0.320
C (1.73, -1.62, 3.98)  0.563
F (2.75, -2.50, 4.46)  -0.339
F (1.43, -0.79, 5.08)  -0.276
C (2.38, -0.75, 2.82)  0.745
F (2.35, 0.60, 3.20)  -0.267
F (3.76, -1.07, 2.74)  -0.335
F (1.87, -0.96, 1.56)  -0.218
H (-1.11, 2.29, 2.27)  0.205
H (-2.34, 1.99, 3.40)  0.250
H (-3.60, 0.26, 3.37)  0.308
H (-3.94, -0.64, 2.01)  0.257
H (-3.66, 1.83, 0.62)  0.222
H (-2.09, 2.23, 0.32)  0.219
H (-0.58, -0.32, 0.97)  0.144
H (-2.22, -1.30, 0.85)  0.253
H (-1.62, -0.46, 4.46)  -0.360
H (-2.45, -2.67, 3.42)  -0.405
O (-4.30, 0.33, -1.21)  -0.478
C (-4.22, 0.58, -2.38)  0.802
O (-4.48, 1.83, -2.83)  -0.385
C (-4.21, 2.27, -4.16)  -0.404
C (-5.36, 1.96, -5.09)  -0.971
C (-3.93, -0.51, -3.38)  -1.092
H (-3.26, 1.87, -4.52)  0.351
H (-4.08, 3.36, -4.10)  0.310
H (-5.53, 0.89, -5.18)  0.264
H (-5.17, 2.36, -6.09)  0.354
H (-6.29, 2.40, -4.71)  0.294
H (-4.87, -0.97, -3.69)  0.272
H (-3.30, -1.26, -2.90)  0.281
H (-3.38, -0.16, -4.25)  0.358
O (5.86, 2.05, -2.57)  -0.587
C (5.93, 0.99, -2.00)  0.738
O (4.82, 0.43, -1.48)  -0.362
C (4.75, -0.92, -0.99)  -0.461
C (5.18, -1.00, 0.46)  -0.789
C (7.25, 0.30, -1.79)  -0.892
H (5.32, -1.60, -1.63)  0.334
H (3.71, -1.22, -1.07)  0.310
H (6.23, -0.70, 0.59)  0.304
H (5.07, -2.01, 0.84)  0.320
H (4.58, -0.33, 1.07)  0.239
H (7.69, 0.66, -0.86)  0.228
H (7.91, 0.56, -2.62)  0.305
H (7.19, -0.78, -1.78)  0.317